# 1
{
  "formula": "C6H20Br2FINNbO6P3S2",
  "method": "the ωB97M-V functional and the def2-TZVPD basis",
  "symbols": ["H", "H", "H", "O", "P", "H", "H", "O", "O", "H", "H", "H", "Br", "P", "H", "O", "C", "H", "H", "C", "Nb", "N", "S", "H", "H", "C", "H", "H", "H", "H", "C", "C", "H", "Br", "O", "H", "C", "S", "H", "F", "P", "O", "I"],
  "positions_angstrom": [[-2.1156, 3.4650, 1.9761], [2.3375, 2.9657, -0.5953], [0.3035, 2.7129, -3.7831], [-4.0735, 2.3629, 2.0281], [-0.9468, 2.6126, -1.9907], [-1.5850, -4.2112, 2.2831], [1.9940, 0.6143, -2.4849], [-0.0961, -0.7945, 2.7740], [2.4023, 0.0214, 2.3470], [-0.0080, -1.5086, 2.1177], [4.7631, 1.8265, -1.9888], [4.3007, 0.6268, -3.1667], [-0.7463, -3.2849, 0.0866], [-0.0857, -0.8245, -0.9920], [-0.9720, -6.1997, 0.7200], [-2.0179, 1.6883, -2.8428], [2.2048, 1.8661, -0.6109], [0.0048, -0.6587, -2.4053], [1.4630, 1.8262, 3.8814], [-2.0894, 1.1740, 0.7942], [0.0801, 1.5255, 0.0680], [0.5918, 1.5908, 3.4127], [1.2570, -2.1140, -0.2939], [2.9042, 1.4804, 0.1559], [-2.9723, -3.9122, 1.2129], [-1.9792, -4.3574, 1.2783], [-2.4415, -6.4202, 1.6903], [2.5486, -0.5718, 1.5875], [-2.7285, 1.4271, -2.2353], [2.5889, 2.2608, -2.6937], [4.1287, 0.9389, -2.1246], [2.6348, 1.3801, -2.0245], [-2.1008, 0.5898, 1.7305], [-3.0275, -6.1573, -0.6922], [-3.3527, 3.3885, 0.0028], [-2.6868, 0.6015, 0.0647], [-1.9719, -5.8169, 0.9134], [-2.9307, 2.6925, 1.2013], [-1.3961, -1.2949, -0.7932], [0.1488, 3.3623, 0.9218], [0.8302, 0.5056, 2.3205], [0.1379, 3.2873, -3.0163], [4.6996, -0.6672, -0.8342]],
  "forces_ev_per_angstrom": [[0.3, -0.4, -0.5], [-0.2, -0.3, 0.2], [0.2, 0.2, 0.1], [0.4, 0.0, 0.9], [0.2, -0.9, 0.9], [0.1, 0.0, -0.1], [0.2, 0.0, 0.3], [0.7, 0.2, -0.5], [-0.7, -0.2, -0.4], [-0.1, 0.1, 0.0], [0.0, -0.5, 0.5], [0.1, -0.3, 0.5], [-3.1, -4.9, 3.1], [0.8, 2.5, -0.5], [0.0, 0.1, -0.1], [0.4, 0.6, -0.4], [-0.1, -0.3, -0.9], [-0.2, -0.4, 0.2], [-0.2, 0.2, 0.0], [0.4, 0.3, 0.1], [0.9, 4.5, 1.8], [0.2, 0.0, -0.2], [3.2, 2.2, -1.6], [-0.4, 0.0, -0.1], [-0.1, -0.2, 0.1], [-0.7, 0.2, -0.8], [0.0, 0.0, -0.1], [0.1, 0.0, 0.1], [0.0, 0.2, -0.1], [-0.1, -0.4, 0.1], [-0.9, 0.8, -1.1], [0.9, 0.3, 0.3], [0.2, 0.2, -0.3], [0.1, 0.0, 0.0], [1.1, 0.3, -0.5], [-0.2, 0.6, 0.3], [-0.2, 0.0, 0.3], [-2.4, -1.2, -0.3], [0.0, 0.4, -0.6], [-0.2, -1.5, -0.7], [-0.2, -1.4, 0.8], [-1.0, -0.9, -0.6], [0.2, 0.3, -0.2]],
  "charge": -1,
  "lumo_ev": 1.04,
  "homo_lumo_gap_ev": 5.61,
  "e_homo_ev": -4.57
}

***

# 2
{
  "formula": "C6H20CsSi3",
  "method": "the ωB97M-V functional and the def2-TZVPD basis",
  "symbols": ["H", "H", "C", "H", "H", "H", "C", "C", "H", "H", "Cs", "Si", "H", "H", "H", "H", "H", "H", "H", "C", "Si", "C", "H", "C", "H", "Si", "H", "H", "H", "H"],
  "positions_angstrom": [[-4.0451, 1.3894, 1.3500], [1.1467, -3.0723, -0.1316], [-0.5856, 2.4878, 1.3476], [-1.5737, -1.1895, -1.4348], [2.8003, 0.9876, 0.4437], [2.9129, -1.3693, -2.9197], [1.7444, -2.1021, 0.1896], [-3.3605, 1.4845, 0.3933], [-2.0662, -1.3843, 1.8891], [-3.8297, 0.7325, -0.4059], [1.1461, -4.0086, 1.1321], [-0.7727, -0.0289, -1.0711], [-0.9332, 0.9867, -2.1392], [2.8981, -2.3668, 0.0357], [1.6236, -1.8266, 1.3249], [-1.3058, 3.0321, 2.1276], [-0.7564, -0.3653, 2.9591], [-0.4727, 3.2429, 0.4473], [0.4114, 2.2755, 1.9230], [-1.7113, -0.3391, 2.2824], [1.3465, -0.6562, -1.0188], [1.7478, -1.3379, -2.8172], [1.2292, -2.4002, -2.8592], [2.6141, 0.7575, -0.7011], [3.6659, 0.3699, -1.1123], [-1.5337, 0.8823, 0.7933], [2.4025, 1.7542, -1.3173], [1.2289, -0.5707, -3.5673], [-3.3600, 2.5532, -0.0843], [-2.6116, 0.0818, 2.9407]],
  "forces_ev_per_angstrom": [[1.4, 0.5, -1.9], [2.1, 9.2, -5.9], [-0.3, 1.0, 0.8], [-0.3, -0.5, -0.1], [-0.5, -0.2, -2.4], [-2.3, -0.1, -0.2], [2.7, 5.2, -3.6], [-0.9, -0.8, -0.7], [0.9, 1.7, 1.0], [0.9, 1.7, 1.6], [-2.8, -15.2, 11.8], [-0.6, 0.3, -0.8], [0.1, 0.0, -0.1], [-2.3, 0.5, 0.2], [0.1, 0.2, -2.6], [1.5, -1.1, -1.6], [-1.8, -0.3, -1.2], [0.1, -1.6, 1.9], [-1.7, 0.6, -1.3], [-0.8, -0.2, 0.9], [2.8, 0.3, -1.4], [-0.5, 0.1, 0.4], [1.2, 2.1, -0.5], [1.7, 0.8, 0.0], [-2.2, 0.8, 0.9], [-1.8, 2.0, 2.2], [0.3, -2.1, 1.5], [1.3, -1.9, 1.4], [-0.2, -2.0, 1.1], [2.0, -1.0, -1.3]],
  "charge": 1,
  "lumo_ev": -3.83,
  "homo_lumo_gap_ev": 8.22,
  "e_homo_ev": -12.05
}

***

# 3
{
  "formula": "C6H20LiN4O6",
  "method": "the ωB97M-V functional and the def2-TZVPD basis",
  "symbols": ["H", "N", "N", "H", "H", "Li", "C", "N", "O", "C", "H", "C", "C", "H", "C", "H", "O", "O", "H", "H", "H", "H", "O", "H", "C", "H", "N", "H", "H", "H", "H", "H", "O", "H", "H", "O", "H"],
  "positions_angstrom": [[-1.3187, -2.4745, 2.9740], [-0.9496, 1.4111, 2.2997], [-3.1936, 1.6628, 1.7911], [-1.3897, 2.0983, -1.8927], [0.6348, -1.8299, -2.8820], [-0.2990, -0.1054, -0.6536], [0.2850, -0.0644, -3.6143], [3.1849, 0.9224, 1.3682], [-0.5982, 1.6601, -2.1733], [-0.8132, 0.9886, -3.4358], [-0.4568, -3.9142, 0.8460], [0.4222, -2.3690, 2.1893], [-1.9373, 1.3830, 1.3420], [1.2776, 0.3795, -3.7398], [0.0703, -2.9278, 0.7796], [-0.5876, 1.7170, -4.2653], [-0.7296, -1.7625, 2.7673], [-1.7313, 1.0226, 0.1224], [-1.8131, 0.6271, -3.6048], [-3.8165, 1.7710, 1.0309], [-0.1297, 0.8443, 2.1717], [-1.4220, -1.6624, 0.6645], [-0.7818, -2.0625, 0.0530], [-1.3054, 1.3837, 3.2826], [2.2024, 0.8101, 0.4036], [1.1746, -1.6054, 2.1568], [2.3058, 1.7298, -0.5446], [1.0044, -3.0506, 0.2071], [2.6515, 2.6052, -0.2187], [0.0876, -0.5063, -4.6017], [0.8273, -3.1352, 2.7614], [-3.2797, 2.1078, 2.6717], [1.3407, -0.0686, 0.4772], [3.4715, 0.0773, 1.8163], [3.9422, 1.5752, 1.2439], [0.1769, -1.0306, -2.6205], [1.4931, 1.7925, -1.1731]],
  "forces_ev_per_angstrom": [[-0.8, -0.5, 0.5], [-1.4, 0.2, 1.0], [1.9, -0.6, -1.0], [-0.7, 0.3, 0.4], [0.1, -0.2, 0.1], [0.0, -0.3, -0.2], [-1.1, 0.5, -1.6], [-0.3, 0.0, -0.1], [0.7, -1.2, -0.8], [2.2, 1.5, -1.0], [0.6, 0.6, 0.2], [-0.9, 0.9, -1.8], [0.7, -1.6, -1.3], [0.0, 0.2, 0.6], [0.1, -0.4, 0.5], [-0.5, -0.4, 0.7], [0.5, 0.3, -0.1], [-0.4, 0.8, 3.0], [-0.4, -0.4, 0.5], [-1.1, 0.4, -0.2], [0.1, -0.1, -0.4], [0.1, -0.4, 0.1], [-0.1, 0.9, -0.2], [0.7, 0.1, -1.4], [1.1, -0.7, 1.9], [0.2, 0.4, -0.4], [-1.5, 0.7, -1.8], [-0.4, 0.0, 0.1], [0.4, 0.6, -0.2], [-0.1, 0.0, 0.1], [0.5, -1.6, 1.3], [-0.6, 0.5, 0.4], [-0.1, 0.1, -0.6], [-0.2, -0.3, 0.3], [-0.1, -0.1, -0.2], [0.0, -0.1, 1.1], [0.5, 0.2, 0.4]],
  "relative_energy_kj_mol": 28.8,
  "charge": 1,
  "lumo_ev": -2.14,
  "homo_lumo_gap_ev": 11.12,
  "e_homo_ev": -13.26
}

***

# 4
{
  "formula": "C6H20N2O3",
  "method": "the ωB97M-V functional and the def2-TZVPD basis",
  "symbols": ["H", "C", "H", "H", "C", "H", "O", "H", "C", "N", "C", "H", "H", "H", "H", "H", "H", "H", "H", "O", "H", "H", "C", "O", "H", "H", "C", "H", "H", "H", "N"],
  "positions_angstrom": [[3.0264, -2.8116, -0.4096], [-0.5184, 2.3535, 0.4325], [-0.8926, 4.4337, -0.0791], [-3.2076, -0.6404, 0.4877], [-1.1358, 3.4350, -0.4380], [1.8483, -0.5770, -1.8600], [-2.3854, -1.5456, 1.8476], [-0.9563, 2.4047, 1.4374], [2.3584, -1.9514, -0.4494], [-0.7315, 1.0473, -0.1645], [-0.0895, -1.2822, -0.2064], [-0.7987, 3.3309, -1.4689], [-4.4076, 0.3073, 0.1407], [-2.2689, -2.4787, 1.6365], [3.0947, 0.9431, -0.3311], [-1.5334, -1.1498, 1.5889], [1.0044, 0.3067, 0.6625], [2.0801, -2.0581, -2.4648], [-0.9909, -1.5696, -0.7381], [-3.5745, -0.0386, -0.1890], [1.0159, -2.6578, 1.0569], [4.0052, 1.7851, 0.5761], [0.1075, 0.0031, 0.1348], [3.0907, 1.5249, 0.4378], [0.6469, -3.2628, -0.5425], [2.7504, -1.2244, 0.2651], [0.9477, -2.3669, 0.0031], [-1.6816, 0.8316, -0.4454], [-2.2261, 3.3633, -0.4247], [0.5547, 2.5126, 0.5405], [2.4508, -1.3907, -1.7973]],
  "forces_ev_per_angstrom": [[0.0, -0.1, 0.1], [-0.2, 0.0, 0.0], [0.1, 0.0, 0.0], [-0.4, 0.1, 0.1], [-0.2, 0.0, 0.0], [-0.1, -0.1, -0.1], [0.1, 0.1, 0.0], [0.0, 0.0, 0.1], [-0.1, -0.1, -0.1], [0.3, 0.1, 0.1], [0.2, -0.2, 0.1], [0.0, 0.1, 0.0], [0.1, -0.1, 0.1], [0.0, 0.0, 0.0], [0.2, 0.0, 0.0], [0.0, -0.1, 0.0], [0.1, 0.0, 0.0], [0.1, 0.0, -0.1], [0.0, 0.2, -0.1], [0.2, 0.0, -0.3], [0.0, -0.1, 0.0], [0.1, 0.0, -0.1], [-0.5, 0.0, -0.2], [-0.2, 0.0, 0.0], [0.0, 0.0, -0.1], [0.1, 0.0, -0.1], [0.1, 0.2, 0.1], [0.0, 0.0, 0.0], [0.0, -0.1, -0.1], [0.0, 0.0, 0.0], [0.1, 0.1, 0.2]],
  "smiles": "CCN/C=C/CCN.O.O.O",
  "relative_energy_kj_mol": 5.7,
  "lumo_ev": 0.75,
  "homo_lumo_gap_ev": 8.38,
  "e_homo_ev": -7.62
}

***

# 5
{
  "formula": "C6H20NO5",
  "method": "the ωB97M-V functional and the def2-TZVPD basis",
  "symbols": ["H", "H", "O", "H", "H", "H", "H", "H", "H", "C", "H", "C", "C", "O", "O", "H", "H", "H", "H", "H", "C", "H", "H", "C", "N", "O", "H", "O", "C", "H", "H", "H"],
  "positions_angstrom": [[1.4538, -2.6895, 2.1539], [1.3436, -0.4468, -0.7822], [-3.2349, 0.3033, -0.5841], [-3.0661, -0.6613, -0.6852], [-4.1404, 0.4301, -0.8675], [1.0338, -3.3412, -0.0048], [-0.3586, -1.2091, 1.6270], [1.7231, -1.7362, -2.0125], [-0.3049, 1.3169, 0.4382], [-0.3380, 2.4483, 2.3204], [-0.0336, 2.6690, 3.3285], [0.7066, -0.7823, 1.6625], [0.0019, 1.5361, 1.4470], [1.5759, 1.3516, -1.4599], [-1.5104, 2.4702, -0.8329], [-1.3369, 3.3049, -1.0845], [0.7401, 1.6641, -0.9431], [0.2360, -1.6360, -1.4117], [-1.9131, 3.3793, 1.2035], [-1.5323, -1.7381, -3.1775], [1.6877, -2.4233, -0.0244], [2.7387, -2.8754, -0.3464], [-2.3454, 2.0821, -1.1525], [1.7911, -1.9103, 1.4174], [1.2439, -1.4697, -1.0869], [-1.3744, 3.3545, 2.0695], [2.8104, -1.6609, 1.7941], [-1.1559, -2.3284, -2.5738], [1.0553, 0.4893, 1.7271], [2.2680, 1.9800, -1.4245], [2.1372, 0.8754, 1.4624], [-1.9022, -2.7467, -2.1969]],
  "forces_ev_per_angstrom": [[0.5, 0.1, -1.1], [0.4, -1.1, -1.0], [0.5, -1.0, -0.2], [-0.3, 1.1, 0.2], [-0.4, -0.1, 0.0], [0.3, 1.2, -0.4], [1.5, 1.2, 0.3], [-0.3, 1.2, 1.8], [-1.2, 0.9, 0.4], [-3.4, 2.1, -1.6], [0.6, -0.5, 0.1], [1.1, -2.4, -0.6], [2.4, -2.2, 0.7], [-3.4, -1.2, 1.1], [-0.9, -4.8, 1.4], [0.3, 4.5, -1.8], [2.4, 0.0, -1.4], [1.0, 0.3, 0.9], [2.0, -1.1, 1.7], [-0.7, 1.6, -1.7], [2.1, -3.2, 0.1], [-2.2, 1.2, 0.5], [0.6, 0.5, 0.0], [-1.6, 0.8, 1.9], [-0.8, -0.3, -1.6], [-0.5, 0.5, -0.6], [-0.7, 0.3, -0.8], [1.9, -0.5, 1.1], [0.8, 1.8, -1.7], [0.8, 1.3, 0.4], [-1.8, -1.3, 1.2], [-1.1, -1.1, 0.7]],
  "relative_energy_kj_mol": 195.4,
  "charge": 1,
  "lumo_ev": -3.12,
  "homo_lumo_gap_ev": 8.39,
  "e_homo_ev": -11.51
}

***

# 6
{
  "formula": "C6H21CoN5O5S",
  "method": "the ωB97M-V functional and the def2-TZVPD basis",
  "symbols": ["H", "N", "H", "H", "H", "O", "N", "H", "C", "S", "N", "O", "O", "O", "H", "H", "H", "H", "H", "C", "Co", "H", "H", "N", "H", "N", "C", "H", "C", "H", "H", "H", "H", "H", "C", "O", "H", "C", "H"],
  "positions_angstrom": [[1.0041, -3.0113, -3.3240], [-1.3404, 1.4895, 1.0259], [1.9069, 1.9683, -1.0424], [-0.9527, 3.1415, -0.6720], [-2.6713, 1.1101, -1.7631], [-1.1486, 2.3668, -1.2870], [1.1036, -0.3980, -1.2246], [-0.8151, -1.6569, -4.5598], [1.5769, -2.2874, -2.7408], [0.8104, -0.1917, 1.3927], [-1.2579, 0.9698, 2.3211], [2.3825, -0.7117, -0.8878], [-2.5994, 0.1698, -2.0323], [0.0074, 3.7445, 0.6528], [-0.5093, -2.2657, 0.9510], [-0.4874, 4.4457, 1.1762], [-1.7227, -2.7321, -3.3803], [1.3117, 3.7903, -1.2589], [-2.3743, -1.1088, -3.8034], [1.5625, 2.9683, -0.5868], [-0.5005, 0.7055, -0.4383], [2.5115, -0.3765, 0.0212], [-0.3378, 0.8559, 4.6284], [-1.2610, -0.0816, -1.8288], [1.8055, 2.9685, 0.4732], [0.1726, 0.2522, 3.9749], [-1.4480, -1.6896, -3.6504], [-2.3555, 1.5771, 0.9266], [0.6787, -1.2491, -2.1744], [-1.8585, 1.4747, 2.9543], [1.0865, -0.1338, 4.2431], [-0.5676, 2.5083, -2.0588], [-2.0050, -2.5484, 0.6876], [2.2674, -1.8408, -3.4572], [-0.0838, 0.4208, 2.6747], [-1.1136, -2.8935, 0.4989], [2.1659, -2.8457, -2.0100], [-0.6882, -1.0456, -2.5500], [-0.3079, 2.7881, 0.9011]],
  "forces_ev_per_angstrom": [[-0.1, 0.0, 0.1], [-2.0, 0.4, 1.5], [-0.6, 1.7, 0.2], [0.1, -0.4, -0.5], [-0.1, -0.4, -0.2], [-0.1, 2.2, -1.2], [-0.4, -2.7, -3.2], [-0.5, -0.3, 0.4], [-0.4, -0.6, -0.7], [0.9, -0.5, 1.0], [1.0, 0.1, 0.4], [0.5, 0.4, 0.4], [0.1, 0.3, -0.2], [-2.8, 1.4, 1.9], [-0.5, -0.5, -0.3], [0.6, -1.5, -0.6], [0.3, 0.5, -0.3], [0.5, -0.2, 0.6], [0.5, -0.4, -0.1], [2.5, -3.1, -1.4], [2.7, 0.1, 2.8], [0.1, 0.2, -0.3], [0.6, -0.6, -0.2], [-0.7, -4.3, -3.8], [0.4, 0.7, -0.8], [0.6, 0.3, 0.6], [0.1, -0.2, -0.3], [0.3, 0.4, -0.5], [2.0, 1.4, 2.3], [0.3, -0.2, 0.6], [-0.9, 0.4, -0.1], [-0.4, 0.2, 0.3], [0.5, -0.3, -0.1], [0.2, 0.2, 0.1], [-1.7, -0.1, 0.1], [-0.1, 0.8, 0.3], [-0.2, 0.4, 0.1], [-2.7, 2.4, 0.8], [-0.4, 1.7, 0.4]],
  "spin_multiplicity": 5,
  "relative_energy_kj_mol": 0.0,
  "s_squared": 6.029,
  "charge": 1,
  "lumo_ev": [-3.87, -4.05],
  "homo_lumo_gap_ev": [7.07, 7.67],
  "e_homo_ev": [-10.94, -11.72]
}